Entry 1:
40
Properties=species:S:1:pos:R:3:mulliken_charge:R:1 method="wB97M-V/def2-TZVPD" gap_ev=7.920 homo_ev=-8.1 smiles="S=C(Nc1ccc(-c2nc3ccccc3[nH]2)cc1)Nc1cccnc1" e_lumo_ev=-0.15
S 0.16699 -1.65727 -5.40055 -0.4512
N 4.67895 -2.91374 -2.41006 -0.5727
N 1.41686 -1.47420 -3.02886 -0.1384
N -1.16190 0.72129 3.02603 -0.6464
N -2.09107 2.61817 2.31594 -0.0062
N -0.60293 -0.38277 -3.29368 -0.1297
C 3.58956 -2.18043 -2.34629 -0.5119
C -2.11628 2.67509 3.68337 0.6319
C 4.76354 -3.83370 -3.35795 -0.3206
C 3.74782 -4.06292 -4.27252 -0.4954
C 0.35746 -1.19408 -3.82741 0.2166
C 2.51046 -2.31024 -3.22847 0.9115
C -2.57866 3.62469 4.57944 -0.9506
C -1.40741 1.28196 -1.77419 -0.9062
C -1.64470 1.74760 -0.49904 -0.8196
C -1.29383 0.98014 0.61302 0.5960
C 2.59848 -3.29369 -4.21103 -0.4181
C -1.50714 1.42097 1.97498 0.1482
C -2.43529 3.33801 5.92189 -0.4413
C -1.85108 2.14578 6.35869 -0.4317
C -1.38856 1.19646 5.47370 -0.7715
C -0.48965 -0.74931 -0.87110 -0.4363
C -1.52207 1.46278 4.11384 0.5443
C -0.80793 0.03837 -1.98102 0.4541
C -0.72543 -0.27833 0.40174 -0.5099
H -0.48606 -0.87700 1.26557 0.5100
H 1.48443 -0.91025 -2.18795 0.2461
H 3.84599 -4.83104 -5.02336 0.3736
H -1.76298 1.97026 7.42063 0.3724
H 5.68040 -4.40636 -3.37322 0.3582
H -1.68255 1.88295 -2.62878 0.3660
H -0.10108 -1.74778 -1.00331 0.6197
H 3.56287 -1.44419 -1.55035 0.3525
H -3.03028 4.54640 4.24325 0.3742
H -2.10370 2.71785 -0.38021 0.2874
H 1.79336 -3.45098 -4.90857 0.3213
H -2.44097 3.32143 1.68874 0.1743
H -1.24541 -0.01948 -3.98612 0.2818
H -2.78239 4.05118 6.65464 0.3790
H -0.93780 0.27637 5.80855 0.4383



Entry 2:
43
Properties=species:S:1:pos:R:3:mulliken_charge:R:1 method="wB97M-V/def2-TZVPD" gap_ev="6.971 / 6.802" s_squared=8.7667 multiplicity=6 relative_energy_kcal_mol=3.2 homo_ev="-14.6 / -14.5" total_charge=+2 e_lumo_ev="-7.61 / -7.74"
I 0.91624 3.02439 0.56822 0.1593
I 2.66407 0.07898 -0.12758 0.2337
I -3.55272 0.13280 -2.30520 0.0163
I -1.00091 0.86232 -2.16713 0.2077
Br -2.76582 -0.15851 1.41678 -0.0779
Fe -0.12729 -0.10492 0.35892 0.2886
N -0.27044 0.04506 2.44812 0.1456
N -0.08244 -2.03054 0.05731 0.0650
C -0.93608 0.07077 5.12427 -0.1997
C 1.30640 -3.94515 0.12717 0.3601
C 3.81652 -5.10675 0.24040 -0.4523
C 0.68870 0.14613 3.38268 -0.2754
C -1.93673 -0.03249 4.16733 -0.6646
C 2.27823 -3.42023 0.98070 -0.3038
C 2.78496 2.20015 0.02462 -0.8309
C -1.25651 -4.09047 -0.10775 0.5064
C -2.53832 -6.03821 0.45908 -0.7290
C 3.52979 -4.00830 1.04300 -0.8709
C -1.53734 -0.03940 2.85008 0.6888
C -1.36067 -5.31529 0.55129 -0.3018
C 2.85065 -5.62667 -0.61061 -0.7691
C 1.58924 -5.05489 -0.66521 -0.1734
C -2.32002 -3.60148 -0.86656 -0.1883
C -0.02016 -3.29244 0.02672 -0.1016
C -3.59542 -5.55350 -0.30060 -0.4838
C 0.39239 0.16130 4.72885 -0.7838
C -3.48503 -4.33961 -0.96890 -0.6280
H 4.79471 -5.56588 0.28696 0.4203
H -2.20955 -2.66888 -1.40418 0.3224
H 3.07668 2.58810 -0.94354 0.4443
H -2.98110 -0.10080 4.43304 0.4643
H 3.07768 -6.48346 -1.22985 0.4296
H -4.30289 -3.98173 -1.57975 0.4144
H -1.19656 0.08280 6.17429 0.4242
H 0.83334 -5.45903 -1.32602 0.5370
H -2.62867 -6.98534 0.97260 0.4315
H 1.18844 0.24472 5.45411 0.4361
H 1.70559 0.21434 3.01946 0.3539
H -0.53167 -5.69171 1.13611 0.5212
H 4.27777 -3.62466 1.72365 0.4421
H 2.02867 -2.58801 1.62940 0.6967
H -4.50620 -6.13132 -0.38172 0.4220
H 3.51222 2.43401 0.79225 0.4029



Entry 3:
44
Properties=species:S:1:pos:R:3:mulliken_charge:R:1 method="wB97M-V/def2-TZVPD" gap_ev=7.681 relative_energy_kcal_mol=0.0 homo_ev=-5.0 total_charge=-1 e_lumo_ev=2.68
Cl 1.05053 -2.89147 13.43987 -0.2141
Cl 2.41277 -7.66699 11.08865 -0.2204
Cl 2.57365 -4.51221 11.18371 -0.2235
Cl 0.74402 -9.26490 13.29494 -0.2241
Cl -0.76682 -4.41289 15.51677 -0.1545
O -2.91440 -8.72610 14.13568 -0.6729
O -3.94675 -4.31423 13.92528 -0.7037
N -3.32083 -6.49027 14.41384 -0.1425
C -4.54349 -7.36992 17.54243 -1.6574
C 1.57601 -6.79939 12.32689 0.3128
C 0.93218 -4.60304 13.37472 0.1019
C -1.14882 -9.03992 17.29048 0.6986
C -2.53248 -8.83413 17.27366 -0.4323
C -0.59047 -10.30130 16.71638 -1.3539
C 0.08582 -6.69413 14.15665 -0.4180
C -2.25047 -6.68026 18.25875 -0.4623
C 0.09183 -5.32471 14.26904 0.2330
C -3.97874 -5.52606 13.69375 0.0355
C 1.61558 -5.38420 12.38380 0.0127
C -3.55017 -7.70747 13.78889 0.7520
C -3.09770 -7.63841 17.70025 1.1075
C 0.77205 -7.49864 13.29407 -0.1305
C 0.03907 -5.80366 18.87114 -1.3896
C -0.86875 -6.84469 18.32757 0.6952
C -0.32755 -8.05643 17.85865 -0.5819
C -4.59303 -7.63266 12.63248 -0.5707
C -4.79280 -6.14519 12.45403 -0.3747
Li -1.62429 -7.40726 14.95092 0.5108
H -3.16154 -9.60702 16.82863 0.1499
H 0.15279 -4.97548 18.15731 0.2029
H -4.69043 -6.79155 16.62219 0.1513
H 0.51618 -10.26723 16.85466 0.3250
H -4.36446 -5.68659 11.55029 0.2196
H -0.98505 -11.20009 17.20143 0.3620
H -4.93167 -6.81075 18.39360 0.4717
H -4.19374 -8.20055 11.77088 0.2646
H 0.76656 -8.15304 17.86513 0.1580
H -5.49987 -8.16264 12.90828 0.2460
H 1.04512 -6.17504 19.06883 0.3592
H -2.66851 -5.75982 18.62581 0.3888
H -0.80339 -10.34725 15.64304 0.1669
H -0.38057 -5.37017 19.76741 0.3824
H -5.10888 -8.30623 17.45064 0.3532
H -5.82042 -5.76595 12.50042 0.2656



Entry 4:
54
Properties=species:S:1:pos:R:3:mulliken_charge:R:1 method="wB97M-V/def2-TZVPD" gap_ev="5.349 / 6.470" s_squared=0.7538 multiplicity=2 homo_ev="-1.8 / -2.9" total_charge=-2 e_lumo_ev="3.57 / 3.57"
Ti 0.29293 -14.08367 11.54360 0.2340
Cl 2.90278 -14.54451 10.05255 1.7227
O -0.80221 -15.57188 11.12909 -0.5814
O -2.42692 -14.85989 5.11011 -0.7348
O 1.67624 -10.15565 9.47947 -0.4367
O 3.54298 -16.79597 18.30431 -0.4800
O 0.20584 -15.03230 13.34651 -0.6432
O 2.40052 -13.25659 10.42998 -0.5846
O -0.61617 -12.49693 12.13974 -0.4358
O 1.81945 -13.55916 13.19262 -0.7223
O 2.80073 -14.74446 8.64982 -0.5905
O 4.06308 -14.56138 17.95164 -0.4905
O -2.56135 -11.32110 12.30514 -0.4287
O 4.14149 -14.93060 10.68298 -0.6474
O -1.14821 -12.96087 4.57620 -0.7040
O -1.04903 -17.16153 9.55670 -0.7183
O 1.71277 -15.33644 10.75879 -0.4288
N -0.28657 -13.74427 9.38285 0.5049
N -2.05692 -12.31124 11.87443 0.3309
C 2.12876 -9.85741 10.87701 -0.3628
C -0.76027 -14.88418 8.87360 0.6250
C 0.55636 -9.14811 9.27747 -0.5422
C -0.70413 -12.64089 7.32949 -0.6142
C -0.85647 -15.98332 9.83449 0.4438
C 3.29934 -15.02579 16.92645 0.9775
C 1.38859 -16.32410 15.42169 -0.5148
C 4.15410 -15.62554 18.89613 -0.1885
C -1.10380 -15.01423 7.49246 -1.1702
C -1.60021 -13.89646 5.23188 0.4052
C 1.25272 -14.48491 13.84940 1.1767
C 0.99488 -9.19943 11.68487 -0.4519
C 1.80238 -15.02881 15.10642 0.2421
C 1.87456 -16.95788 16.57941 -0.8219
C -0.20736 -12.67803 8.61764 0.1784
C 2.72356 -14.33411 15.90779 -1.0192
C -0.06593 -8.88824 10.66838 -0.1829
C -1.14477 -13.85837 6.68686 0.3170
C 2.94674 -16.32883 17.17267 0.6762
H 0.55395 -16.76039 14.85843 0.3767
H 2.91353 -13.28747 15.68676 0.4564
H 0.62788 -9.85337 12.48786 0.1614
H 2.51886 -10.79365 11.24435 0.1587
H 3.56498 -15.35500 19.81159 0.2419
H 1.46344 -8.33254 12.10068 0.3132
H 5.22300 -15.85263 19.07280 0.2225
H -0.98342 -9.49359 10.74371 0.0394
H 1.36565 -17.87087 16.95530 0.3700
H -0.81446 -11.66465 6.84858 0.3683
H -0.47188 -7.84305 10.72601 0.3854
H -1.32508 -15.97750 7.17564 0.6363
H 0.16896 -11.74072 9.03916 -0.0254
H 1.01219 -8.28929 8.78121 0.3553
H 2.91077 -9.11865 10.67443 0.3640
H -0.13485 -9.62552 8.62493 0.2369